Entry 1:
Entry from the OMol25 dataset: a structure of composition C45H40BrCl3CoN6O4S2 (ωB97M-V/def2-TZVPD).

Computed properties:
**Total charge**: 0
**E_tot**: -8502.07907 Eh
**HOMO (alpha / beta)**: -0.2523 / -0.2509 hartree
**2S+1**: 2
**Gap between HOMO and LUMO (alpha / beta)**: 6.33 / 6.30 eV
**⟨S²⟩**: 0.76
**Energy above the lowest of the compared OMol25 structures with the same formula, charge and spin**: 49.2 kJ/mol
**M**: 1038.18 g mol⁻¹

CARTESIAN COORDINATES (ANGSTROEM)
Co: -1.348 0.655 1.443
C: -3.838 -2.919 -0.020
O: -3.885 -2.179 -1.238
C: -4.269 -0.860 -1.128
C: -5.356 -0.460 -1.869
C: -5.812 0.861 -1.833
C: -5.168 1.755 -1.013
C: -4.049 1.382 -0.249
C: -3.477 2.398 0.609
N: -2.503 2.188 1.406
N: -2.062 3.260 2.181
C: -0.952 2.920 2.777
O: -0.364 1.776 2.659
C: -0.301 3.933 3.654
C: 0.715 3.538 4.517
C: 1.335 4.467 5.340
C: 0.947 5.799 5.300
C: -0.064 6.199 4.435
C: -0.688 5.271 3.616
C: -3.526 0.061 -0.330
O: -2.443 -0.358 0.254
H: -3.658 -3.955 -0.305
H: -4.799 -2.855 0.501
H: -3.043 -2.561 0.631
H: -5.854 -1.209 -2.474
H: -6.669 1.161 -2.421
H: -5.521 2.778 -0.937
H: -3.909 3.398 0.590
H: 1.013 2.498 4.527
H: 2.122 4.152 6.014
H: 1.431 6.525 5.941
H: -0.367 7.238 4.399
H: -1.481 5.564 2.943
Br: -7.684 -1.924 4.420
C: -5.870 -1.583 4.001
C: -5.480 -0.300 3.652
C: -4.157 -0.059 3.323
C: -3.227 -1.092 3.367
C: -3.635 -2.378 3.706
C: -4.960 -2.626 4.027
N: -1.899 -0.798 2.975
C: -0.911 -1.421 3.463
C: 0.428 -1.201 2.878
C: 1.571 -1.646 3.519
C: 2.800 -1.410 2.920
C: 2.829 -0.756 1.704
C: 1.630 -0.356 1.126
N: 0.453 -0.571 1.696
H: -6.205 0.501 3.621
H: -3.830 0.928 3.029
H: -2.931 -3.201 3.676
H: -5.287 -3.626 4.279
H: -1.001 -2.140 4.280
H: 1.494 -2.156 4.470
H: 3.716 -1.732 3.398
H: 3.759 -0.551 1.194
H: 1.617 0.153 0.172
Cl: 7.382 2.077 -1.054
C: 5.934 1.454 -1.776
C: 5.306 2.166 -2.784
C: 4.144 1.655 -3.333
C: 3.587 0.449 -2.913
C: 2.327 -0.073 -3.572
C: 1.174 0.937 -3.603
N: 0.747 1.421 -2.301
C: 1.207 2.546 -1.646
C: 0.528 2.599 -0.466
N: -0.348 1.545 -0.392
C: -0.193 0.861 -1.499
O: 2.593 -0.353 -4.948
C: 2.542 -1.713 -5.345
C: 3.784 -2.464 -4.964
C: 3.834 -3.763 -4.567
Cl: 2.503 -4.841 -4.420
S: 5.421 -4.298 -4.202
C: 6.059 -2.753 -4.582
C: 5.091 -1.887 -4.976
C: 4.270 -0.250 -1.923
Cl: 3.701 -1.789 -1.360
C: 5.429 0.244 -1.340
H: 5.721 3.104 -3.127
H: 3.663 2.209 -4.130
H: 1.990 -0.969 -3.040
H: 0.326 0.465 -4.098
H: 1.454 1.794 -4.215
H: 1.958 3.185 -2.074
H: 0.602 3.325 0.326
H: -0.750 -0.026 -1.762
H: 2.440 -1.686 -6.431
H: 1.655 -2.210 -4.938
H: 7.118 -2.571 -4.498
H: 5.276 -0.859 -5.253
H: 5.935 -0.320 -0.569
C: 0.937 -3.826 -0.448
S: 0.117 -2.391 -1.165
C: -0.886 -3.166 -2.456
H: 0.204 -4.529 -0.054
H: 1.546 -3.457 0.379
H: 1.585 -4.328 -1.165
H: -0.419 -3.070 -3.435
H: -1.865 -2.694 -2.464
H: -1.011 -4.225 -2.234


Entry 2:
Entry from the OMol25 dataset: a structure of composition C45H40F4N5O4ScTe (ωB97M-V/def2-TZVPD).

Computed properties:
**Total charge**: 0
**E_tot**: -3741.75888 Eh
**HOMO**: -0.2760 hartree
**2S+1**: 1
**Gap between HOMO and LUMO**: 7.61 eV
**Energy above the lowest of the compared OMol25 structures with the same formula, charge and spin**: 0.0 kJ/mol
**M**: 963.39 g mol⁻¹

CARTESIAN COORDINATES (ANGSTROEM)
Sc: -0.721 -0.047 1.710
C: 0.989 -3.185 3.453
N: 1.932 -2.162 3.864
C: 2.569 -1.491 2.765
C: 1.502 -1.284 4.937
C: 0.690 -0.041 4.562
N: -0.521 -0.346 3.806
C: -1.763 -0.318 4.352
C: -2.826 -0.798 3.557
F: -2.474 -1.271 2.293
C: -4.155 -0.784 3.890
F: -5.050 -1.250 3.011
C: -4.559 -0.304 5.119
C: -3.554 0.158 5.948
F: -3.880 0.642 7.155
C: -2.218 0.165 5.599
F: -1.356 0.674 6.505
H: 1.511 -3.930 2.849
H: 0.139 -2.816 2.863
H: 0.592 -3.688 4.335
H: 2.999 -2.228 2.083
H: 3.370 -0.844 3.129
H: 1.898 -0.853 2.154
H: 2.394 -0.925 5.467
H: 0.930 -1.885 5.647
H: 1.309 0.630 3.958
H: 0.481 0.492 5.486
H: -5.595 -0.288 5.417
O: 0.244 1.774 1.826
N: -0.423 2.866 1.703
N: -1.659 2.656 1.554
O: -2.156 1.436 1.537
C: -2.536 3.762 1.280
C: -3.262 3.735 0.102
C: -4.097 4.804 -0.178
C: -4.194 5.867 0.711
C: -3.455 5.871 1.885
C: -2.615 4.807 2.181
H: -3.143 2.904 -0.582
H: -4.666 4.808 -1.099
H: -4.850 6.698 0.487
H: -3.534 6.699 2.577
H: -2.029 4.782 3.090
C: 1.904 -2.248 -4.900
C: 1.380 -1.973 -3.516
C: 1.385 -2.947 -2.528
C: 0.880 -2.708 -1.253
C: 0.814 -3.822 -0.256
O: -0.223 -4.103 0.303
C: 2.068 -4.590 0.032
C: 3.330 -4.057 -0.218
C: 4.468 -4.766 0.137
C: 4.350 -6.015 0.728
C: 3.092 -6.555 0.973
C: 1.956 -5.842 0.633
C: 0.374 -1.445 -0.927
O: -0.087 -1.178 0.292
C: 0.374 -0.452 -1.918
C: 0.875 -0.720 -3.182
C: -0.136 0.920 -1.600
N: -1.365 1.221 -1.466
C: -2.394 0.202 -1.642
C: -2.734 -0.077 -3.100
Te: -3.178 1.647 -4.303
C: -1.241 1.730 -5.140
C: -0.877 0.836 -6.145
C: 0.413 0.849 -6.657
C: 1.348 1.753 -6.170
C: 0.987 2.652 -5.176
C: -0.306 2.644 -4.668
C: 0.883 1.995 -1.420
C: 2.238 1.689 -1.331
C: 3.176 2.695 -1.139
C: 2.769 4.015 -1.039
C: 1.417 4.329 -1.124
C: 0.482 3.327 -1.309
H: 2.296 -3.261 -4.977
H: 2.703 -1.553 -5.165
H: 1.115 -2.133 -5.647
H: 1.781 -3.932 -2.754
H: 3.419 -3.080 -0.676
H: 5.447 -4.342 -0.045
H: 5.238 -6.570 1.002
H: 3.002 -7.530 1.435
H: 0.967 -6.232 0.834
H: 0.873 0.074 -3.924
H: -3.287 0.556 -1.122
H: -2.110 -0.750 -1.181
H: -3.599 -0.736 -3.156
H: -1.905 -0.565 -3.611
H: -1.604 0.130 -6.528
H: 0.688 0.153 -7.440
H: 2.355 1.759 -6.567
H: 1.710 3.356 -4.784
H: -0.583 3.340 -3.889
H: 2.563 0.660 -1.407
H: 4.226 2.443 -1.065
H: 3.500 4.800 -0.890
H: 1.092 5.358 -1.039
H: -0.574 3.558 -1.368


Entry 3:
Entry from the OMol25 dataset: a structure of composition C45H40KN5O5S2Si (ωB97M-V/def2-TZVPD).

Computed properties:
**Total charge**: -2
**E_tot**: -4074.77885 Eh
**HOMO**: -0.0657 hartree
**2S+1**: 1
**Gap between HOMO and LUMO**: 5.55 eV
**Energy above the lowest of the compared OMol25 structures with the same formula, charge and spin**: 0.0 kJ/mol
**M**: 862.16 g mol⁻¹

CARTESIAN COORDINATES (ANGSTROEM)
K: -0.378 -1.023 0.694
O: -2.289 -1.443 -3.805
C: -3.567 -1.609 -3.423
C: -4.493 -2.043 -4.376
C: -5.819 -2.228 -4.033
C: -6.242 -1.982 -2.730
C: -5.323 -1.547 -1.788
C: -3.981 -1.350 -2.102
C: -2.985 -0.855 -1.072
O: -1.749 -0.798 -1.446
N: -3.539 -0.526 0.054
N: -2.724 -0.209 1.138
C: -2.672 1.016 1.477
C: -1.977 1.543 2.659
C: -2.431 2.791 3.090
C: -1.968 3.437 4.224
C: -0.973 2.798 4.968
C: -0.464 1.586 4.563
C: -0.901 0.892 3.385
O: -0.343 -0.200 3.053
H: -1.829 -1.166 -2.934
H: -4.136 -2.228 -5.382
H: -6.526 -2.567 -4.783
H: -7.280 -2.124 -2.453
H: -5.621 -1.338 -0.769
H: -3.221 1.759 0.887
H: -3.207 3.271 2.497
H: -2.357 4.405 4.513
H: -0.583 3.268 5.867
H: 0.328 1.101 5.125
N: 3.511 -0.789 -0.221
N: 2.513 -1.088 -1.165
C: 2.553 -2.145 -1.947
N: 1.447 -2.309 -2.742
S: 3.882 -3.192 -2.046
H: 3.213 0.115 0.138
H: 4.400 -0.698 -0.707
H: 1.757 -0.355 -1.145
H: 0.564 -1.995 -2.355
H: 1.405 -3.216 -3.176
O: 1.175 0.959 -0.405
Si: 0.772 2.394 -0.941
C: 1.198 3.720 0.348
C: 1.284 3.361 1.694
C: 1.557 4.305 2.676
C: 1.756 5.633 2.326
C: 1.678 6.013 0.992
C: 1.399 5.063 0.019
C: -1.007 2.740 -1.469
C: -1.551 2.059 -2.561
C: -2.859 2.270 -2.971
C: -3.654 3.189 -2.297
C: -3.132 3.891 -1.221
C: -1.823 3.662 -0.810
C: 1.793 2.842 -2.492
C: 1.354 3.730 -3.476
C: 2.144 4.051 -4.574
C: 3.400 3.478 -4.716
C: 3.855 2.584 -3.755
C: 3.058 2.276 -2.661
H: 1.120 2.326 1.974
H: 1.589 4.000 3.714
H: 1.963 6.373 3.092
H: 1.831 7.050 0.713
H: 1.340 5.372 -1.021
H: -0.951 1.329 -3.092
H: -3.263 1.694 -3.795
H: -4.684 3.340 -2.600
H: -3.750 4.601 -0.682
H: -1.433 4.202 0.046
H: 0.365 4.170 -3.388
H: 1.773 4.740 -5.325
H: 4.016 3.717 -5.575
H: 4.828 2.118 -3.865
H: 3.415 1.565 -1.924
O: 0.484 -3.487 0.126
S: 1.810 -3.519 0.807
C: 2.213 -5.264 0.946
C: 3.497 -5.635 1.315
C: 3.815 -6.981 1.395
C: 2.857 -7.941 1.092
C: 1.582 -7.555 0.701
C: 1.256 -6.208 0.622
C: 1.480 -3.169 2.531
C: 0.320 -3.631 3.137
C: 0.052 -3.253 4.439
C: 0.937 -2.425 5.119
C: 2.085 -1.962 4.500
C: 2.358 -2.324 3.188
H: 4.239 -4.871 1.517
H: 4.816 -7.284 1.679
H: 3.111 -8.993 1.146
H: 0.843 -8.305 0.449
H: 0.281 -5.865 0.298
H: -0.373 -4.238 2.567
H: -0.865 -3.571 4.918
H: 0.702 -2.102 6.126
H: 2.741 -1.273 5.016
H: 3.211 -1.920 2.655


Entry 4:
Entry from the OMol25 dataset: a structure of composition C45H40N5PPdS at a distorted geometry (ωB97M-V/def2-TZVPD).

Computed properties:
**Total charge**: 0
**E_tot**: -2879.89057 Eh
**HOMO**: -0.2490 hartree
**2S+1**: 1
**Gap between HOMO and LUMO**: 7.32 eV
**M**: 820.31 g mol⁻¹

CARTESIAN COORDINATES (ANGSTROEM)
Pd: 0.647 0.384 -1.434
N: -0.148 0.187 0.546
P: 0.184 -1.076 1.401
C: 0.081 -0.723 3.194
C: -0.367 0.544 3.559
C: -0.407 0.915 4.902
C: 0.007 0.018 5.880
C: 0.453 -1.250 5.518
C: 0.493 -1.619 4.179
C: 1.841 -1.845 1.278
C: 2.093 -3.067 0.660
C: 3.401 -3.525 0.512
C: 4.462 -2.767 0.985
C: 4.220 -1.546 1.606
C: 2.917 -1.089 1.749
C: -0.951 -2.514 1.197
C: -1.100 -3.045 -0.088
C: -2.060 -4.010 -0.358
C: -2.910 -4.444 0.655
C: -2.795 -3.904 1.927
C: -1.823 -2.941 2.197
H: -0.663 1.227 2.767
H: -0.746 1.906 5.185
H: -0.006 0.307 6.926
H: 0.782 -1.946 6.283
H: 0.849 -2.606 3.899
H: 1.267 -3.676 0.309
H: 3.592 -4.478 0.031
H: 5.479 -3.125 0.869
H: 5.046 -0.941 1.959
H: 2.724 -0.141 2.234
H: -0.476 -2.661 -0.881
H: -2.158 -4.411 -1.363
H: -3.667 -5.193 0.448
H: -3.456 -4.239 2.719
H: -1.752 -2.514 3.190
C: 6.336 -0.439 -2.422
C: 5.148 -0.904 -3.032
C: 3.931 -0.495 -2.568
C: 3.808 0.383 -1.456
C: 2.557 0.793 -0.916
C: 2.538 1.704 0.106
C: 3.730 2.238 0.645
C: 4.943 1.825 0.177
C: 5.011 0.881 -0.877
C: 6.262 0.438 -1.381
H: 7.300 -0.761 -2.797
H: 5.210 -1.572 -3.884
H: 3.033 -0.815 -3.061
H: 1.593 2.012 0.534
H: 3.672 2.968 1.444
H: 5.867 2.217 0.593
H: 7.166 0.825 -0.925
C: 2.554 3.596 -2.781
C: 1.230 3.784 -2.122
N: 0.339 2.849 -1.896
C: -0.711 3.457 -1.230
C: -0.451 4.780 -1.068
N: 0.791 4.977 -1.643
H: 2.599 2.592 -3.193
H: 3.365 3.693 -2.056
H: 2.708 4.321 -3.581
H: -1.568 2.894 -0.896
H: -1.007 5.577 -0.600
H: 1.286 5.846 -1.698
N: 1.140 -2.116 -3.146
C: 0.810 -1.047 -2.817
H: 1.734 -2.899 -2.959
N: -1.599 0.445 -1.944
S: -2.621 -0.158 -0.914
C: -4.120 -0.550 -1.845
C: -3.993 -0.800 -3.204
C: -5.119 -1.147 -3.945
C: -6.356 -1.250 -3.323
C: -6.469 -1.021 -1.957
C: -5.352 -0.675 -1.211
C: -3.326 1.135 0.118
C: -3.985 2.229 -0.427
C: -4.430 3.239 0.413
C: -4.213 3.150 1.786
C: -3.558 2.048 2.321
C: -3.109 1.034 1.483
H: -1.953 1.220 -2.495
H: -3.016 -0.717 -3.667
H: -5.026 -1.338 -5.008
H: -7.234 -1.512 -3.903
H: -7.433 -1.109 -1.470
H: -5.439 -0.495 -0.145
H: -4.151 2.292 -1.499
H: -4.951 4.095 -0.002
H: -4.556 3.944 2.438
H: -3.393 1.976 3.390
H: -2.573 0.176 1.877


Entry 5:
Entry from the OMol25 dataset: a structure of composition C45H41ClF3MnN3O3PSi at a distorted geometry (ωB97M-V/def2-TZVPD).

Computed properties:
**Total charge**: 0
**E_tot**: -4670.99280 Eh
**HOMO (alpha / beta)**: -0.2616 / -0.2781 hartree
**2S+1**: 5
**Gap between HOMO and LUMO (alpha / beta)**: 6.61 / 6.76 eV
**⟨S²⟩**: 6.13
**M**: 878.29 g mol⁻¹

CARTESIAN COORDINATES (ANGSTROEM)
Mn: 0.614 -0.676 0.408
O: 0.792 -1.738 3.035
N: 0.269 -2.078 1.803
C: -0.408 -3.154 1.921
C: -1.111 -3.890 0.892
C: -1.729 -5.075 1.318
C: -2.456 -5.859 0.450
C: -2.579 -5.477 -0.880
C: -1.967 -4.318 -1.320
C: -1.229 -3.510 -0.454
P: -0.484 -1.965 -1.103
C: -1.891 -1.485 -2.178
C: -1.850 -1.403 -3.565
C: -3.012 -1.149 -4.280
C: -4.225 -1.012 -3.622
C: -4.274 -1.104 -2.238
C: -3.111 -1.317 -1.521
C: 0.759 -2.591 -2.292
C: 1.349 -1.677 -3.168
C: 2.359 -2.081 -4.022
C: 2.812 -3.395 -3.994
C: 2.238 -4.303 -3.120
C: 1.211 -3.906 -2.273
H: 1.358 -0.957 2.847
H: -0.453 -3.575 2.923
H: -1.631 -5.369 2.357
H: -2.934 -6.763 0.805
H: -3.159 -6.077 -1.569
H: -2.060 -4.029 -2.359
H: -0.921 -1.563 -4.093
H: -2.973 -1.073 -5.360
H: -5.134 -0.844 -4.184
H: -5.216 -0.996 -1.717
H: -3.146 -1.371 -0.438
H: 1.010 -0.648 -3.161
H: 2.807 -1.371 -4.706
H: 3.606 -3.708 -4.659
H: 2.592 -5.326 -3.090
H: 0.765 -4.621 -1.593
F: 4.993 1.010 2.826
C: 3.712 0.746 3.093
F: 3.360 1.466 4.172
F: 3.631 -0.558 3.444
C: 2.790 1.065 1.871
O: 3.123 1.978 1.150
O: 1.764 0.306 1.835
C: -4.886 2.556 -0.603
C: -4.314 2.093 0.572
C: -2.984 1.694 0.591
C: -2.196 1.737 -0.559
C: -2.792 2.215 -1.729
C: -4.117 2.621 -1.757
Si: -0.342 1.247 -0.630
C: 0.504 2.946 -0.410
C: 1.330 3.467 -1.407
C: 1.915 4.720 -1.287
C: 1.671 5.488 -0.158
C: 0.844 4.993 0.840
C: 0.269 3.738 0.714
H: -5.924 2.867 -0.619
H: -4.907 2.045 1.478
H: -2.561 1.340 1.522
H: -2.206 2.269 -2.640
H: -4.553 2.977 -2.683
H: -0.200 1.165 -2.146
H: 1.491 2.903 -2.324
H: 2.550 5.100 -2.078
H: 2.113 6.472 -0.063
H: 0.647 5.592 1.722
H: -0.382 3.372 1.503
Cl: -3.695 0.682 4.786
C: -2.567 1.986 4.968
C: -2.884 3.029 5.809
C: -1.997 4.089 5.967
C: -0.784 4.090 5.277
C: -0.469 3.058 4.430
C: -1.350 1.957 4.228
C: -1.019 0.944 3.337
H: -3.826 3.024 6.341
H: -2.254 4.911 6.621
H: -0.090 4.910 5.412
H: 0.476 3.050 3.898
H: -0.101 1.018 2.771
H: -1.621 0.055 3.227
C: 5.085 1.542 -2.106
C: 4.334 0.395 -1.529
C: 4.753 -0.830 -1.054
C: 3.609 -1.436 -0.510
N: 2.556 -0.640 -0.668
N: 3.014 0.453 -1.300
C: 3.494 -2.755 0.174
H: 5.998 1.201 -2.589
H: 5.349 2.233 -1.302
H: 4.484 2.091 -2.831
H: 5.752 -1.233 -1.073
H: 2.428 1.270 -1.375
H: 3.967 -3.540 -0.415
H: 2.445 -3.015 0.315
H: 3.984 -2.716 1.149